(1)
Below is 16 unconnected molecules or ions with the total composition C3H36NO17 at a distorted geometry, with properties calculated with the ωB97M-V functional and the def2-TZVPD basis.

Each line ends with the Mulliken charge.
Positions of all 57 atoms, in Å:
C -0.013 0.982 -0.054  0.33
N -1.534 1.236 -2.028  -0.73
H 1.409 -1.500 -1.857  0.35
H 0.431 0.662 -1.992  -0.84
H 4.336 -1.125 2.088  0.25
H 0.235 2.088 -0.064  -0.68
H 0.915 4.001 -0.536  0.28
H 4.385 -0.031 -1.010  0.27
H 0.879 -1.941 -3.684  0.36
H -3.027 3.274 0.721  0.37
O -3.420 3.226 -0.196  -0.65
O 1.340 0.687 3.407  -0.66
O 0.254 -3.903 1.049  -0.75
H -2.486 -2.127 0.477  0.38
O 0.042 -1.982 -1.557  -0.75
H -3.287 -1.641 1.718  0.28
H 2.887 0.195 -0.975  0.42
H 4.057 0.199 1.259  0.36
H 2.139 0.389 2.854  0.40
H 2.722 -2.161 0.730  0.30
O -3.026 2.059 2.892  -0.65
H -1.426 -1.392 2.809  0.42
H -0.578 0.734 0.875  0.06
H -2.183 1.563 -1.297  -0.03
O 3.588 -0.619 1.719  -0.65
O -4.045 0.418 -0.832  -0.67
O -0.987 -0.939 3.544  -0.68
H 0.003 -4.470 0.392  0.34
O 3.720 0.501 -0.595  -0.71
H -2.368 2.477 3.400  0.33
H -3.231 -0.152 -0.903  0.46
H 0.155 -3.039 0.565  0.30
H -2.662 1.552 2.189  0.26
H 2.031 -3.540 0.627  0.46
O -0.155 3.066 2.939  -0.64
H 0.169 2.311 3.484  0.36
H 0.745 0.089 0.299  -0.16
H -0.608 4.109 -0.295  0.33
O 2.326 -1.017 -2.170  -0.63
C -0.884 -1.088 -1.284  0.63
H 1.903 0.869 -3.891  0.34
H 0.420 3.188 2.157  0.29
H -2.089 0.803 -2.721  0.33
O 0.242 4.434 -0.121  -0.67
O 2.141 0.446 -4.708  -0.65
H 0.677 0.133 3.037  0.27
H 2.919 -1.724 -2.113  0.28
H -4.836 -0.134 -0.930  0.24
O 0.401 -2.584 -4.315  -0.73
O -2.059 -1.301 -1.053  -0.90
H 1.711 -0.471 -4.678  0.30
H -3.894 2.406 -0.006  0.28
O 2.785 -3.052 0.480  -0.68
H -0.160 -1.402 3.761  0.32
O -2.462 -2.096 1.474  -0.72
C -0.484 0.434 -1.390  1.95
H -0.061 -3.099 -3.694  0.33

Results
* energy: -1469.813253 Eh
* total charge: -1
* ΔE to the lowest compared entry with this formula, charge and spin: 40.4 kcal per mole

(2)
Below is 16 unconnected molecules or ions with the total composition C3H39NO15 at a distorted geometry, with properties calculated with the ωB97M-V functional and the def2-TZVPD basis.

Each line ends with the Löwdin spin population.
Positions of all 58 atoms, in Å:
H 3.317 -3.161 -0.857  0.00
H 0.289 -4.189 1.223  0.00
H -1.015 0.734 1.032  0.01
H 1.362 2.568 -3.302  0.00
O 4.053 -0.690 -1.750  0.00
O 0.549 0.332 -3.906  0.00
C 1.607 2.407 1.572  0.05
H 1.550 -1.550 1.288  0.00
H -1.669 -3.657 2.245  0.00
O 1.036 -1.388 2.088  0.00
O 1.194 -3.953 1.283  0.00
H 1.354 -3.595 2.047  0.00
H 0.113 -0.881 1.804  0.00
O 0.127 -1.133 -1.334  0.00
H 4.600 0.027 -2.069  0.00
H -3.519 -2.085 -1.938  0.00
H 0.153 4.349 2.410  0.00
O -1.593 2.203 -2.426  0.00
O -1.362 -3.660 -1.048  0.00
H 2.725 0.457 -0.627  0.00
H 2.080 2.628 0.680  0.02
H 0.324 1.057 0.097  0.01
H -1.103 1.039 4.378  0.00
O -1.628 1.422 3.601  0.06
O -2.548 -1.089 2.324  0.00
H -2.021 -3.777 -0.349  0.00
H 0.304 -1.657 -0.573  0.00
H 2.100 1.532 2.148  0.01
O -3.271 -1.210 -2.033  0.00
H -1.901 3.861 -1.211  0.00
H -0.349 0.131 -3.537  0.00
O -2.263 -3.821 1.542  0.00
H -2.565 -0.944 -2.770  0.00
H -2.878 -0.793 1.472  0.00
H -0.702 -4.250 -1.042  0.00
C -0.321 3.790 1.625  0.06
H -2.242 2.716 -2.927  0.00
H -1.522 3.853 1.941  0.01
H 2.495 -1.072 -0.099  0.00
H 1.114 -0.101 -3.235  0.00
H -2.657 3.571 0.052  0.00
O 2.263 -0.111 0.053  0.00
O 3.254 -2.664 0.005  0.00
H -0.877 1.638 2.977  0.01
H 1.191 3.454 -1.987  0.00
H 2.724 -3.322 0.520  0.00
H -2.642 -0.332 3.019  0.00
C -0.510 1.560 0.573  0.05
H -0.750 2.354 -2.840  0.00
H -0.150 4.315 0.646  0.04
H -0.966 2.193 -0.134  0.01
O -2.420 4.234 -0.631  0.01
H 2.051 3.274 2.174  0.00
H -2.974 -3.262 1.804  0.00
H -0.433 -0.469 -1.037  0.00
O 1.817 2.868 -2.430  0.00
N 0.112 2.366 1.710  0.63
H 3.970 -0.483 -0.725  0.00

Results
* energy: -1320.536482 Eh
* spin multiplicity: 2
* total charge: +1
* <S²>: 0.754

(3)
Below is 17 unconnected molecules or ions with the total composition C3H39NO16 at a distorted geometry, with properties calculated with the ωB97M-V functional and the def2-TZVPD basis.

Each line ends with the Mulliken charge.
Positions of all 59 atoms, in Å:
H 4.153 0.903 0.010  0.31
H 0.352 -2.949 -1.067  0.22
H -2.878 -2.969 -0.958  0.30
H 0.532 2.089 -4.096  0.31
H 2.558 -2.178 -3.973  0.28
O -0.905 3.995 0.317  -0.62
O 0.758 -2.911 -1.949  -0.50
H -2.163 1.356 4.289  0.29
H 0.059 2.727 1.791  0.45
O -2.077 0.703 3.587  -0.67
C 1.695 2.544 -1.722  -0.99
H 0.705 -3.854 -2.156  0.26
H -0.868 3.129 -0.095  0.31
H 3.544 -2.762 1.664  0.27
H -1.416 0.455 -2.545  -0.45
H 1.904 2.944 -0.713  0.29
H -3.546 0.922 0.738  0.45
H 1.766 -3.514 2.954  0.28
H 0.112 -3.003 1.899  0.37
H 1.395 -1.389 -3.571  0.28
O -2.808 -2.504 -0.116  -0.64
H -0.024 1.585 -1.176  0.16
H 1.740 -0.363 4.089  0.25
C -1.128 1.015 -3.439  -0.32
H -3.144 -1.619 -0.325  0.27
H -4.851 0.605 1.571  0.26
H -1.936 1.484 1.898  0.38
H -1.216 -1.043 -1.211  0.22
C -0.077 1.814 -3.230  -0.04
H -1.143 0.455 3.516  0.32
H -1.443 0.752 -4.424  0.36
H 3.457 -1.379 1.042  0.30
H -3.711 0.413 -1.753  0.36
H -1.416 -3.044 1.598  0.26
H -0.909 -1.584 0.179  0.23
H 1.924 3.409 -2.362  0.49
O -4.481 0.566 0.685  -0.65
O 1.032 2.665 1.832  -0.68
H 1.016 1.816 1.327  0.15
O 1.459 0.334 0.331  -0.05
H 1.651 -2.025 2.488  0.52
H 1.634 1.090 3.424  0.28
O -4.176 -0.371 -2.055  -0.62
O 2.356 -1.292 -3.634  -0.58
O 1.304 -2.695 3.147  -0.79
H 4.258 -0.359 -0.852  0.36
H -4.597 -0.821 -1.318  0.28
O -1.906 1.303 0.943  -0.71
H 1.111 -0.535 0.546  -0.07
O 2.903 -2.135 1.313  -0.60
O 1.290 0.186 3.436  -0.52
H -1.522 0.452 0.680  0.47
H -0.462 4.648 -0.225  0.30
N 0.287 2.197 -1.914  -0.13
O 4.519 0.014 0.001  -0.70
O -0.750 -0.818 -0.400  -0.33
H 2.196 0.705 0.829  0.18
H 2.434 1.822 -2.025  0.23
O -0.552 -2.978 1.178  -0.67

Results
* energy: -1396.244491 Eh
* ΔE to the lowest compared entry with this formula, charge and spin: 56.2 kcal per mole

(4)
Below is 17 unconnected molecules or ions with the total composition C3H39NO16 at a distorted geometry, with properties calculated with the ωB97M-V functional and the def2-TZVPD basis.

Each line ends with the Mulliken charge.
Positions of all 59 atoms, in Å:
H 0.418 -4.412 0.495  0.22
O -0.346 -3.342 -2.694  -0.67
H -0.874 -0.684 4.334  0.30
H 0.747 -0.254 -4.457  0.33
O -3.042 1.072 1.413  -0.68
H 2.414 -1.649 -1.440  0.31
H -0.105 -0.048 -3.156  0.50
H 2.181 -2.940 0.401  0.34
H -2.281 1.686 -3.470  0.32
H -3.580 1.708 0.852  0.34
C -1.369 1.660 -2.882  0.35
C -0.210 2.337 -3.150  -1.38
H 0.464 0.614 0.933  -0.14
O 2.033 0.341 2.411  -0.67
H 0.249 2.912 2.045  0.40
H -3.296 -0.222 -2.708  0.30
H 0.178 -3.274 1.694  0.43
O 3.488 1.168 -0.860  -0.69
N -1.320 0.547 -2.019  0.48
H 3.928 2.984 0.751  0.36
H -0.646 0.521 -1.319  0.01
H -0.531 -2.678 -3.387  0.35
H 0.043 3.114 -3.865  0.29
O 3.610 2.928 1.722  -0.72
H 3.265 -3.788 -0.410  0.24
H 3.704 1.995 1.971  0.33
H -2.839 -0.531 -0.969  -0.01
H -3.134 0.158 1.076  0.25
H 1.189 -0.152 2.777  0.29
O 0.430 -3.489 0.714  -0.56
O 2.028 -0.801 -1.720  -0.68
H -1.952 -1.467 -2.110  0.13
H 1.062 -0.064 -0.319  0.22
H -1.294 -3.796 3.011  0.34
H -3.037 2.155 -1.000  0.28
H -1.397 3.596 1.642  0.35
C -2.405 -0.477 -2.027  -0.39
O -0.454 -3.354 3.150  -0.74
H 3.000 0.446 -1.372  0.37
H -0.032 -2.811 -1.949  0.22
H 1.393 -1.162 -2.384  0.32
H -0.995 -0.208 2.846  0.31
O 0.267 -0.852 -3.675  -0.87
O 0.253 0.112 0.123  0.07
O -0.915 3.284 0.898  -0.75
O 2.757 -2.976 -0.400  -0.65
O -2.345 -1.857 1.430  -0.57
H 1.894 3.137 2.331  0.47
H -2.589 -2.534 0.873  0.29
H 1.875 1.352 2.453  0.42
H -0.587 -2.284 3.135  0.40
O 0.950 2.912 2.701  -0.82
O -3.695 2.705 -0.571  -0.68
H 0.591 2.099 -2.550  0.32
H 3.502 0.787 0.084  0.29
O -0.471 -0.798 3.432  -0.73
H -1.369 -1.721 1.351  0.13
H -1.378 2.489 0.598  0.36
H -3.439 3.553 -0.896  0.34

Results
* energy: -1396.212966 Eh
* ΔE to the lowest compared entry with this formula, charge and spin: 76.0 kcal per mole

(5)
Below is a molecular structure, C3H3AgO2 at a distorted geometry, with properties calculated with the ωB97M-V functional and the def2-TZVPD basis.

Each line ends with the Löwdin spin population.
Positions of all 9 atoms, in Å:
O -0.898 0.886 0.251  0.11
Ag 0.894 1.792 0.020  0.03
C 0.779 -0.877 0.158  0.10
C -0.504 -0.505 0.238  0.37
O 1.727 0.048 0.120  0.37
C -1.846 -0.170 -0.123  0.03
H -2.658 -0.277 0.600  0.00
H -2.137 -0.145 -1.176  0.00
H 1.080 -1.890 -0.142  0.00

Results
* energy: -413.106989 Eh
* spin multiplicity: 2
* total charge: +1
* <S²>: 0.768
* ΔE to the lowest compared entry with this formula, charge and spin: 56.3 kcal per mole

(6)
Below is a molecular structure, C3H3BaLiO2 at a distorted geometry, with properties calculated with the ωB97M-V functional and the def2-TZVPD basis.

Each line ends with the Mulliken charge.
Positions of all 10 atoms, in Å:
Ba -0.562 -2.100 1.199  1.54
C 0.109 0.903 0.982  0.24
C -0.810 -2.360 -2.610  0.08
C 1.176 1.080 -0.038  -1.28
H 1.539 2.103 -0.020  0.31
O -0.833 -2.360 -1.479  -0.05
H 1.966 0.358 0.165  0.42
O -0.933 1.318 1.334  -0.44
Li -2.466 0.152 1.519  0.84
H 0.814 0.905 -1.052  0.34

Results
* energy: -298.904430 Eh
* total charge: +2

(7)
Below is a single C3H3Br molecule at a distorted geometry, with properties calculated with the ωB97M-V functional and the def2-TZVPD basis.

Each line ends with the Mulliken charge.
Positions of all 7 atoms, in Å:
H 0.080 -0.620 -1.331  0.40
C -0.150 0.266 -0.950  -0.49
C -0.155 -0.785 1.135  -0.58
C -0.345 0.336 0.514  -0.06
Br 1.141 1.468 -1.765  -0.12
H -0.046 -1.813 1.340  0.40
H -0.525 1.148 1.056  0.44

Results
* energy: -2689.931442 Eh
* ΔE to the lowest compared entry with this formula, charge and spin: 74.1 kcal per mole

(8)
Below is 2 unconnected molecules or ions with the total composition C3H3Br at a distorted geometry, with properties calculated with the ωB97M-V functional and the def2-TZVPD basis.

Each line ends with the Mulliken charge.
Positions of all 7 atoms, in Å:
C -0.300 0.123 0.832  -0.99
Br -3.353 1.274 1.785  -0.07
H 1.154 -0.516 -2.436  0.40
C 0.792 -0.248 -1.473  -0.20
H -0.227 1.222 1.239  0.31
C 0.226 -0.186 -0.341  0.23
H -0.798 -0.713 1.303  0.32

Results
* energy: -2689.948653 Eh
* ΔE to the lowest compared entry with this formula, charge and spin: 63.3 kcal per mole

(9)
Below is 2 unconnected molecules or ions with the total composition C3H3Br at a distorted geometry, with properties calculated with the ωB97M-V functional and the def2-TZVPD basis.

Each line ends with the Mulliken charge.
Positions of all 7 atoms, in Å:
C -0.541 -0.248 0.253  -0.37
H 0.767 1.695 0.888  0.37
H 0.940 -0.203 -1.642  0.33
C 0.403 0.868 0.332  -0.01
C 0.460 0.118 -0.750  -0.30
H 0.373 -1.979 0.870  0.06
Br -2.402 -0.251 0.049  -0.08

Results
* energy: -2689.889477 Eh
* ΔE to the lowest compared entry with this formula, charge and spin: 100.5 kcal per mole

(10)
Below is 2 unconnected molecules or ions with the total composition C3H3Br at a distorted geometry, with properties calculated with the ωB97M-V functional and the def2-TZVPD basis.

Each line ends with the Löwdin spin population.
Positions of all 7 atoms, in Å:
C 0.548 0.774 -0.740  0.13
C -0.371 -0.204 -0.153  0.61
C 0.613 0.498 0.622  0.13
H 0.556 1.233 -1.651  0.01
H 0.949 0.992 1.512  0.01
Br -2.244 -0.436 -0.033  0.24
H -0.053 -2.858 0.442  0.88

Results
* energy: -2689.841137 Eh
* spin multiplicity: 3
* <S²>: 2.004
* ΔE to the lowest compared entry with this formula, charge and spin: 15.7 kcal per mole

energy of number 4 (C3H39NO16)? -1396.212966 Eh